{"formula": "C19H28N4O2S2", "method": "ωB97M-V with the def2-TZVPD basis set", "species": ["C", "H", "O", "C", "C", "C", "C", "C", "C", "H", "H", "H", "N", "C", "N", "N", "C", "S", "C", "H", "C", "O", "N", "C", "H", "H", "C", "C", "H", "H", "H", "C", "H", "H", "H", "H", "C", "H", "H", "C", "C", "H", "H", "H", "C", "H", "H", "H", "H", "H", "S", "H", "H", "H", "H"], "coordinates": [[10.1665, 0.2922, -0.3310], [11.0612, -0.2892, -0.5482], [9.1023, -0.6279, -0.3457], [7.8428, -0.1673, -0.1047], [6.8371, -1.1292, -0.1411], [5.5127, -0.7793, 0.0878], [5.1827, 0.5469, 0.3582], [6.1874, 1.4925, 0.3924], [7.5123, 1.1564, 0.1650], [8.2672, 1.9249, 0.2004], [5.9366, 2.5216, 0.6015], [4.1551, 0.8129, 0.5351], [4.5619, -1.7948, 0.0331], [3.2278, -1.7035, 0.2023], [2.5332, -0.6528, 0.4706], [1.2257, -0.8741, 0.5779], [0.8790, -2.0991, 0.3948], [-0.7394, -2.7040, 0.4509], [-1.5452, -1.1198, 0.8588], [-1.2648, -0.8576, 1.8796], [-3.0320, -1.3928, 0.7183], [-3.4115, -2.5361, 0.5465], [-3.8728, -0.3374, 0.7812], [-3.4728, 0.9974, 1.1752], [-4.1258, 1.3143, 1.9981], [-2.4522, 0.9713, 1.5569], [-3.5506, 2.0546, 0.0608], [-3.1451, 3.4107, 0.6334], [-3.7937, 3.6931, 1.4596], [-3.2134, 4.1784, -0.1331], [-2.1198, 3.3795, 0.9956], [-2.6603, 1.6868, -1.1217], [-2.7976, 2.3990, -1.9320], [-2.9056, 0.6957, -1.4951], [-1.6121, 1.7050, -0.8299], [-4.5864, 2.1236, -0.2839], [-5.2966, -0.6130, 0.6681], [-5.4519, -1.6437, 1.0007], [-5.8278, 0.0619, 1.3450], [-5.8769, -0.4745, -0.7487], [-5.2399, -1.4675, -1.7149], [-4.1740, -1.2831, -1.8207], [-5.6994, -1.3845, -2.6976], [-5.3661, -2.4838, -1.3518], [-7.3865, -0.6969, -0.6802], [-7.6035, -1.6997, -0.3196], [-7.8563, 0.0200, -0.0097], [-7.8297, -0.5842, -1.6665], [-5.6929, 0.5393, -1.1179], [-1.1694, -0.3676, 0.1691], [2.2321, -3.1779, 0.0495], [4.9186, -2.7170, -0.1714], [7.1146, -2.1508, -0.3523], [10.2739, 0.7678, 0.6492], [10.0419, 1.0634, -1.0980]], "forces_ev_per_angstrom": [[0.172, 0.164, 0.005], [-0.036, 0.085, 0.019], [-0.323, -0.169, 0.014], [-0.229, -0.091, 0.013], [0.143, 0.087, -0.002], [0.361, 0.375, 0.017], [-0.221, 0.105, 0.047], [0.067, -0.171, -0.039], [0.343, 0.073, -0.031], [0.102, 0.043, -0.006], [-0.033, 0.081, 0.018], [0.015, 0.057, 0.009], [0.543, -0.565, -0.156], [-1.032, -0.751, -0.020], [1.683, 0.514, -0.095], [-1.444, -0.232, 0.136], [0.387, -0.268, -0.068], [-0.399, -0.079, -0.009], [0.247, -0.531, -0.109], [-0.048, 0.172, -0.071], [0.416, 0.140, 0.123], [-0.231, -0.340, -0.064], [-0.220, 0.032, 0.020], [-0.031, 0.375, -0.162], [0.124, -0.039, 0.010], [-0.010, 0.030, 0.040], [0.223, -0.031, 0.109], [-0.212, -0.222, -0.083], [-0.043, 0.094, 0.115], [0.020, 0.120, -0.040], [0.152, 0.024, 0.054], [-0.289, 0.029, 0.135], [0.029, 0.051, -0.107], [0.036, -0.120, -0.110], [0.161, -0.013, 0.017], [0.002, -0.025, 0.035], [-0.243, -0.084, -0.225], [-0.080, 0.134, 0.028], [0.039, -0.008, 0.024], [-0.051, -0.177, 0.089], [-0.022, 0.209, 0.082], [0.127, -0.054, -0.052], [-0.029, 0.010, -0.119], [-0.001, -0.137, 0.016], [0.258, 0.177, -0.011], [-0.068, -0.149, 0.049], [-0.118, 0.053, 0.076], [-0.093, -0.013, -0.078], [0.004, -0.011, 0.041], [-0.086, 0.089, 0.132], [-0.037, 0.933, 0.174], [-0.052, 0.208, 0.042], [0.040, -0.154, -0.033], [-0.013, -0.008, -0.047], [-0.001, -0.024, 0.044]], "nbo_charge": [-0.2530, 0.1998, -0.5109, 0.3964, -0.3204, 0.1792, -0.2896, -0.1622, -0.3570, 0.2180, 0.2143, 0.2590, -0.5812, 0.2620, -0.3421, -0.3073, -0.1509, 0.3530, -0.6289, 0.2482, 0.6861, -0.6301, -0.4406, -0.2015, 0.1979, 0.2091, -0.2258, -0.6035, 0.2071, 0.2145, 0.2047, -0.6155, 0.2157, 0.2125, 0.2061, 0.1965, -0.2180, 0.2323, 0.1937, -0.2193, -0.6053, 0.2072, 0.2051, 0.2189, -0.6027, 0.2056, 0.2035, 0.2121, 0.1898, 0.2601, 0.2888, 0.4049, 0.2109, 0.1764, 0.1764], "smiles": "COc1cccc(Nc2nnc(SCC(=O)N(CC(C)C)CC(C)C)s2)c1", "e_tot_ev": -51883.2167, "largest_force_ev_per_a": 1.8, "gap_ev": 8.29}